(1)
The following is a DFT calculation (the ωB97M-V functional and the def2-TZVPD basis) of C20H40F6O18SV2 as an isolated structure in a non-equilibrium geometry.

XYZ file:
```
87
Properties=species:S:1:pos:R:3
O -1.09 3.44 -0.17
V -0.60 2.80 -1.58
O 0.10 4.00 -2.38
O 0.04 -2.47 0.56
V 1.50 -1.96 0.33
O 2.41 -3.18 -0.12
S 0.49 0.39 -0.81
O 0.87 0.10 0.58
O -0.91 0.65 -0.91
O 1.12 1.66 -1.23
O 1.04 -0.77 -1.52
C -3.79 2.47 -0.82
O -2.92 2.71 -1.93
C -3.23 1.83 -2.99
C -2.36 2.12 -4.17
O -0.99 2.10 -3.74
C -0.25 0.93 -4.15
H -4.84 2.49 -1.11
H -3.59 3.23 -0.08
H -3.55 1.51 -0.36
H -4.27 1.91 -3.35
H -3.23 0.79 -2.64
H -2.52 3.14 -4.52
H -2.51 1.46 -5.02
H -0.33 0.77 -5.23
H -0.77 0.09 -3.67
H 0.79 1.07 -3.91
C 1.38 -3.01 3.54
O 2.03 -2.27 2.51
C 3.45 -2.21 2.62
C 4.01 -0.95 2.02
O 3.66 -0.96 0.65
C 3.97 0.14 -0.18
H 1.77 -4.03 3.61
H 0.34 -3.11 3.25
H 1.48 -2.46 4.47
H 3.86 -3.08 2.10
H 3.84 -2.34 3.64
H 5.09 -0.90 2.17
H 3.54 -0.09 2.51
H 3.68 1.10 0.24
H 3.47 0.04 -1.14
H 5.03 0.13 -0.46
C -4.86 -1.27 2.59
O -3.75 -1.40 1.75
C -2.87 -0.29 1.77
C -1.82 -0.37 2.85
O -2.30 -0.36 4.17
C -1.27 -0.42 5.12
H -5.59 -0.50 2.30
H -4.61 -1.01 3.63
H -5.36 -2.24 2.66
H -3.43 0.65 1.69
H -2.32 -0.39 0.84
H -1.06 0.41 2.66
H -1.25 -1.30 2.69
H -0.69 0.50 5.06
H -0.59 -1.26 4.95
H -1.60 -0.58 6.15
C 1.95 2.46 3.50
C 1.23 3.12 2.34
O 0.74 4.43 2.62
C 1.57 5.45 2.44
O 2.70 5.35 2.08
C 1.01 6.76 3.01
F 1.65 7.04 4.17
F 1.26 7.78 2.16
F -0.32 6.69 3.21
H 2.98 2.82 3.44
H 1.85 1.38 3.51
H 1.56 2.87 4.44
H 0.34 2.57 2.04
H 1.82 3.11 1.42
C -0.72 -3.93 -3.18
C 0.39 -3.22 -3.96
O 0.39 -3.78 -5.29
C 1.14 -4.85 -5.51
O 1.86 -5.34 -4.68
C 1.03 -5.43 -6.93
F 0.29 -6.54 -6.82
F 0.48 -4.57 -7.77
F 2.21 -5.76 -7.42
H -0.57 -3.70 -2.12
H -0.61 -5.00 -3.34
H -1.71 -3.53 -3.40
H 1.35 -3.44 -3.48
H 0.27 -2.15 -3.99
```

Values from the calculation:
Maximum force   0.0608 hartree/bohr
Gap between HOMO and LUMO   9.154 eV
Total charge   0
Lowest unoccupied orbital energy   -0.0165 Ha
HOMO   -0.35293 Ha

(2)
The following is a DFT calculation (the ωB97M-V functional and the def2-TZVPD basis) of C15H29Cl5NO2P2S4ScSi as an isolated structure.

XYZ file:
```
60
Properties=species:S:1:pos:R:3
Sc -1.01 -0.09 -0.57
C -1.97 -1.43 2.95
C -0.96 -0.97 4.00
S 0.22 0.29 3.44
C 1.77 -0.42 4.04
C 2.15 -1.78 3.46
S 2.13 -1.83 1.65
C 1.19 -3.33 1.32
C -0.24 -3.39 1.85
S -1.35 -2.04 1.37
H -2.63 -0.61 2.67
H -2.59 -2.22 3.38
H -0.40 -1.81 4.39
H -1.53 -0.56 4.84
H 1.77 -0.48 5.13
H 2.53 0.32 3.77
H 1.47 -2.55 3.83
H 3.15 -2.05 3.82
H 1.73 -4.19 1.72
H 1.20 -3.42 0.24
H -0.25 -3.41 2.94
H -0.69 -4.32 1.50
C 0.58 0.19 -4.43
P -0.53 0.89 -3.15
C -2.04 1.31 -4.05
C 0.29 2.51 -2.89
C 1.59 2.33 -2.09
P 1.57 1.03 -0.75
C 2.05 1.99 0.73
C 3.13 0.17 -1.14
H 0.68 0.91 -5.24
H 0.18 -0.74 -4.81
H 1.56 -0.02 -4.00
H -1.83 1.86 -4.96
H -2.68 1.91 -3.40
H -2.58 0.39 -4.29
H -0.40 3.15 -2.36
H 0.51 2.97 -3.86
H 1.89 3.28 -1.63
H 2.40 2.04 -2.76
H 2.94 2.58 0.53
H 2.25 1.29 1.54
H 1.23 2.65 1.04
H 3.94 0.89 -1.24
H 3.02 -0.39 -2.07
H 3.38 -0.54 -0.35
S -5.71 0.08 -1.05
C -4.13 -0.07 -1.16
N -2.95 -0.19 -1.25
Cl -1.13 3.95 2.38
C -2.36 3.28 1.29
Cl -2.92 4.48 0.13
C -1.74 2.07 0.61
O -1.82 0.96 1.20
O -1.15 2.18 -0.49
H -3.20 2.96 1.90
Cl -1.62 -2.45 -3.78
Si -0.52 -2.45 -1.99
Cl 1.48 -2.79 -2.62
Cl -1.03 -4.38 -1.28
```

Values from the calculation:
Maximum force   0.0037 hartree/bohr
Gap between HOMO and LUMO   8.400 eV
Total charge   0
Lowest unoccupied orbital energy   0.0053 Ha
Energy relative to the best compared isomer or geometry (same formula, charge and spin)   23.7 kJ/mol
HOMO   -0.30342 Ha

(3)
The following is a DFT calculation (the ωB97M-V functional and the def2-TZVPD basis) of a 13-piece molecular cluster, C37H64ClNO32 overall in a non-equilibrium geometry.

XYZ file:
```
135
Properties=species:S:1:pos:R:3
C -0.60 1.93 0.23
C -0.01 0.56 -0.05
C 1.45 0.73 -0.48
C 2.37 -0.50 -0.53
C 1.73 -1.75 0.02
C 0.84 -1.62 1.26
N -0.05 -0.39 1.14
O -0.93 -0.32 1.91
C 1.71 -1.43 2.51
C 0.01 -2.86 1.42
C -0.91 -0.08 -1.15
H 0.07 2.63 0.74
H -1.41 1.88 0.97
H -0.94 2.51 -0.63
H 2.02 1.34 0.22
H 1.38 1.28 -1.42
H 3.27 -0.28 0.05
H 2.74 -0.69 -1.54
H 2.46 -2.55 0.16
H 1.14 -2.28 -0.73
H 2.13 -2.35 2.91
H 1.04 -1.05 3.28
H 2.50 -0.69 2.39
H 0.63 -3.76 1.29
H -0.67 -3.08 0.59
H -0.50 -2.86 2.38
H -0.73 0.41 -2.10
H -1.98 0.02 -0.99
H -0.64 -1.14 -1.21
Cl 4.65 1.13 3.33
O 4.35 0.28 4.48
O 5.10 0.23 2.29
O 3.42 1.83 2.99
O 5.66 2.08 3.68
C -5.72 -2.61 -0.63
C -6.17 -2.61 0.83
O -5.21 -1.75 1.45
C -4.45 -1.13 0.50
O -3.81 -0.12 0.60
O -4.77 -1.60 -0.72
H -6.53 -2.37 -1.32
H -5.44 -3.64 -0.86
H -6.05 -3.62 1.21
H -7.15 -2.14 0.88
C 1.67 -3.00 7.20
C 1.33 -2.18 5.93
O 0.62 -3.16 5.18
C 0.96 -4.41 5.61
O 0.73 -5.35 4.93
O 1.54 -4.34 6.83
H 0.85 -2.82 7.90
H 2.60 -2.60 7.58
H 2.21 -1.82 5.40
H 0.77 -1.29 6.19
C 4.00 3.94 0.47
C 5.36 3.28 0.33
O 5.29 2.59 -0.88
C 4.15 2.84 -1.53
O 3.83 2.43 -2.60
O 3.32 3.59 -0.75
H 4.02 5.02 0.57
H 3.46 3.60 1.35
H 5.82 2.84 1.21
H 5.97 4.19 0.25
C -0.58 -2.84 -4.28
C 0.17 -2.16 -5.41
O 1.52 -2.30 -5.04
C 1.61 -2.84 -3.80
O 2.62 -3.13 -3.25
O 0.38 -3.11 -3.29
H -1.15 -3.70 -4.63
H -1.30 -2.17 -3.80
H -0.11 -1.10 -5.41
H -0.15 -2.34 -6.43
C -5.44 0.72 3.82
C -5.35 2.26 3.74
O -4.01 2.59 3.97
C -3.27 1.49 3.89
O -2.08 1.42 3.87
O -4.04 0.40 3.78
H -5.95 0.49 2.89
H -5.99 0.33 4.67
H -6.08 2.71 4.41
H -5.66 2.46 2.71
C 1.33 2.64 -5.24
C 0.90 3.20 -3.86
O -0.21 2.37 -3.48
C -0.62 1.64 -4.51
O -1.56 0.89 -4.50
O 0.22 1.79 -5.55
H 2.27 2.12 -5.08
H 1.47 3.41 -5.99
H 0.59 4.24 -3.97
H 1.69 2.96 -3.16
C 1.20 5.23 4.76
C 0.47 5.01 3.45
O 0.74 6.23 2.74
C 1.63 6.98 3.44
O 1.99 8.06 3.08
O 2.11 6.30 4.50
H 1.68 4.31 5.09
H 0.59 5.62 5.57
H -0.61 5.00 3.60
H 0.85 4.10 2.98
C -3.16 -4.79 -2.48
C -3.47 -6.27 -2.24
O -2.34 -6.79 -1.53
C -1.45 -5.82 -1.32
O -0.52 -5.84 -0.59
O -1.90 -4.62 -1.80
H -3.79 -4.15 -1.87
H -3.06 -4.60 -3.55
H -3.79 -6.79 -3.14
H -4.31 -6.27 -1.53
O 2.12 -5.94 2.50
H 2.99 -6.06 2.10
H 2.24 -6.21 3.42
C -4.56 3.62 -1.88
C -3.35 4.12 -2.68
O -2.94 5.38 -2.10
H -5.34 4.34 -1.63
H -4.20 2.94 -1.11
H -5.06 3.03 -2.66
H -3.43 4.40 -3.74
H -2.57 3.37 -2.60
H -3.62 6.02 -2.34
C 3.84 -0.29 -5.75
C 4.88 -0.48 -4.62
O 4.99 -1.89 -4.52
H 3.92 -0.97 -6.59
H 4.16 0.68 -6.15
H 2.83 -0.11 -5.38
H 4.63 0.05 -3.70
H 5.80 0.02 -4.94
H 4.13 -2.32 -4.40
```

Values from the calculation:
Maximum force   0.0682 hartree/bohr
Gap between HOMO and LUMO   6.498 eV
Total charge   0
Lowest unoccupied orbital energy   -0.0831 Ha
HOMO   -0.32190 Ha

(4)
The following is a DFT calculation (the ωB97M-V functional and the def2-TZVPD basis) of a 8-piece molecular cluster, C22H63N3O8 overall in a non-equilibrium geometry.

XYZ file:
```
96
Properties=species:S:1:pos:R:3
C 6.87 2.65 -5.77
O 6.05 3.73 -5.37
C 4.68 3.56 -5.76
C 3.86 4.73 -5.19
C 4.06 4.85 -3.68
N 2.46 4.42 -5.39
H 7.93 2.89 -5.72
H 6.61 2.39 -6.79
H 6.69 1.79 -5.12
H 4.56 3.65 -6.84
H 4.22 2.66 -5.36
H 4.07 5.66 -5.71
H 3.75 5.83 -3.32
H 5.10 4.72 -3.35
H 3.47 4.19 -3.04
H 1.97 5.26 -5.11
H 2.37 4.27 -6.38
C -1.95 -5.51 4.82
O -0.70 -6.10 5.13
C -0.83 -7.30 5.96
C 0.59 -7.98 6.17
C 0.93 -8.85 4.97
N 0.54 -8.91 7.26
H -1.72 -4.68 4.14
H -2.48 -5.22 5.72
H -2.55 -6.25 4.29
H -1.13 -6.88 6.92
H -1.61 -8.01 5.68
H 1.38 -7.25 6.40
H 1.81 -9.47 5.17
H 1.14 -8.36 4.02
H 0.16 -9.57 4.67
H 0.03 -8.57 8.06
H -0.03 -9.67 6.92
C -4.54 4.60 -1.00
O -4.09 5.69 -0.35
C -4.22 5.53 1.07
C -3.89 6.74 1.95
C -4.22 6.56 3.44
N -4.66 7.97 1.51
H -4.44 4.83 -2.06
H -5.60 4.43 -0.83
H -4.02 3.66 -0.80
H -5.27 5.31 1.27
H -3.74 4.61 1.41
H -2.85 7.06 1.87
H -4.10 7.41 4.12
H -3.68 5.72 3.88
H -5.28 6.33 3.53
H -4.54 8.79 2.10
H -4.33 8.17 0.58
C 1.43 -2.67 -9.35
C 0.96 -1.65 -8.29
O 0.95 -2.35 -7.04
H 0.92 -3.63 -9.34
H 2.47 -2.96 -9.19
H 1.24 -2.28 -10.36
H -0.05 -1.24 -8.42
H 1.59 -0.76 -8.22
H 0.81 -1.73 -6.32
C 4.60 -5.14 2.48
C 4.87 -4.74 1.05
O 6.28 -4.72 0.83
H 3.63 -4.83 2.85
H 5.31 -4.62 3.12
H 4.77 -6.20 2.71
H 4.41 -3.79 0.80
H 4.49 -5.43 0.30
H 6.42 -4.93 -0.10
C -0.35 -0.22 -0.51
C 0.41 0.96 -1.20
O 0.10 0.88 -2.57
H -0.07 -0.12 0.54
H -0.01 -1.21 -0.82
H -1.44 -0.10 -0.52
H 1.46 0.91 -0.93
H 0.00 1.91 -0.86
H 0.37 1.71 -2.98
C 2.56 3.33 3.84
C 1.37 4.18 3.60
O 1.08 4.81 4.82
H 3.42 3.96 4.08
H 2.74 2.73 2.95
H 2.42 2.57 4.61
H 0.51 3.52 3.45
H 1.58 4.88 2.79
H 0.62 4.23 5.42
C -7.44 -2.10 1.63
C -8.09 -2.12 0.28
O -8.31 -0.80 -0.11
H -8.13 -1.78 2.42
H -6.52 -1.51 1.66
H -7.14 -3.12 1.84
H -9.05 -2.64 0.38
H -7.41 -2.64 -0.40
H -8.60 -0.68 -1.01
```

Values from the calculation:
Maximum force   0.0692 hartree/bohr
Gap between HOMO and LUMO   9.423 eV
Total charge   0
Lowest unoccupied orbital energy   0.0116 Ha
SMILES   COC[C@H](C)N.COC[C@H](C)N.COC[C@H](C)N.CCO.CCO.CCO.CCO.CCO
Energy relative to the best compared isomer or geometry (same formula, charge and spin)   288.5 kJ/mol
HOMO   -0.33467 Ha

(5)
The following is a DFT calculation (the ωB97M-V functional and the def2-TZVPD basis) of C21H30ClFeN4O2P2S as an isolated structure in a non-equilibrium geometry.

XYZ file:
```
62
Properties=species:S:1:pos:R:3
Fe -0.18 -0.12 0.19
C -0.51 2.35 -3.72
C 0.05 1.70 -2.49
N -0.43 1.86 -1.30
N -1.47 2.67 -1.05
C -1.93 2.84 0.22
N -2.99 3.62 0.39
S -1.17 2.12 1.52
C 1.23 0.83 -2.58
C 2.06 0.83 -3.71
C 3.15 -0.03 -3.74
C 3.38 -0.86 -2.65
C 2.53 -0.77 -1.56
N 1.49 0.05 -1.52
H -1.60 2.31 -3.72
H -0.18 1.83 -4.61
H -0.20 3.39 -3.80
H -1.92 3.18 -1.81
H -3.44 4.14 -0.35
H -3.34 3.75 1.33
H 1.87 1.47 -4.55
H 3.79 -0.06 -4.60
H 4.21 -1.55 -2.64
H 2.67 -1.38 -0.68
C 3.70 -0.10 1.77
P 1.88 0.00 2.02
C 1.76 1.46 3.13
C 1.67 -1.36 3.27
C 0.20 -1.60 3.59
P -0.77 -1.81 2.03
C -2.46 -2.06 2.69
C -0.27 -3.50 1.51
H 4.20 0.02 2.73
H 4.03 0.69 1.09
H 3.97 -1.07 1.35
H 2.45 1.33 3.97
H 0.75 1.56 3.51
H 2.02 2.37 2.60
H 2.23 -1.09 4.17
H 2.12 -2.27 2.86
H -0.21 -0.74 4.13
H 0.08 -2.49 4.21
H -2.45 -2.82 3.47
H -3.13 -2.37 1.89
H -2.82 -1.11 3.10
H -0.33 -4.19 2.35
H 0.74 -3.48 1.12
H -0.93 -3.84 0.72
Cl -5.35 -3.78 -4.04
C -4.01 -3.10 -3.23
C -2.70 -3.50 -3.57
C -1.62 -3.00 -2.90
C -1.76 -2.04 -1.85
O -0.75 -1.62 -1.22
C -3.11 -1.60 -1.56
C -3.35 -0.58 -0.59
O -2.51 0.07 0.03
C -4.20 -2.15 -2.25
H -2.57 -4.22 -4.36
H -0.62 -3.31 -3.15
H -4.42 -0.36 -0.40
H -5.19 -1.81 -2.01
```

Values from the calculation:
Maximum force   0.0683 hartree/bohr
Gap between HOMO and LUMO (spin up / spin down)   6.777 / 5.208 eV
Total charge   +2
⟨S²⟩   8.7676
Lowest unoccupied orbital energy (spin up / spin down)   -0.2225 / -0.2763 Ha
2S+1   6
HOMO (spin up / spin down)   -0.47151 / -0.46769 Ha

(6)
The following is a DFT calculation (the ωB97M-V functional and the def2-TZVPD basis) of a 2-piece molecular cluster, C4HBr3O2S2 overall in a non-equilibrium geometry.

XYZ file:
```
12
Properties=species:S:1:pos:R:3
C 0.31 -0.55 0.71
C 1.35 -0.49 -0.21
C 0.44 -1.68 1.48
C 2.39 -1.36 -0.09
O -0.08 2.59 -1.94
O 1.69 1.52 -3.40
S 1.88 -2.65 1.08
S 0.50 1.39 -2.56
Br -0.89 -2.38 2.57
Br 3.75 -1.51 -1.30
Br -1.11 0.01 -3.55
H -0.36 0.09 1.04
```

Values from the calculation:
Maximum force   0.0909 hartree/bohr
Gap between HOMO and LUMO (spin up / spin down)   5.352 / 5.351 eV
Total charge   0
Lowest unoccupied orbital energy (spin up / spin down)   -0.1411 / -0.1411 Ha
Energy relative to the best compared isomer or geometry (same formula, charge and spin)   410.5 kJ/mol
HOMO (spin up / spin down)   -0.33776 / -0.33780 Ha

(7)
The following is a DFT calculation (the ωB97M-V functional and the def2-TZVPD basis) of one molecule with the formula C18H24O5 in a non-equilibrium geometry.

XYZ file:
```
47
Properties=species:S:1:pos:R:3
C -0.64 4.64 1.96
C 0.31 3.46 2.31
O 0.42 2.60 1.18
C 1.22 1.48 1.35
O 1.61 1.08 2.44
C 1.65 0.71 0.11
C 2.66 -0.39 0.39
C 2.58 -1.28 -0.83
C 1.35 -1.12 -1.41
C 1.01 -1.76 -2.74
C 1.88 -1.11 -3.83
C 1.19 -3.30 -2.84
C 0.54 -0.06 -0.66
C -0.18 0.89 -1.59
C -1.41 1.39 -1.26
C -2.18 0.96 -0.11
O -3.18 1.56 0.20
C -1.59 -0.15 0.79
O -2.63 -1.10 1.17
C -2.70 -1.46 2.52
C -3.79 -2.43 2.97
O -1.95 -1.06 3.43
C -0.46 -0.95 0.13
H -1.63 4.24 1.72
H -0.26 5.24 1.10
H -0.71 5.32 2.82
H 1.32 3.85 2.50
H -0.04 2.97 3.23
H 2.10 1.40 -0.64
H 3.67 0.02 0.54
H 2.37 -0.96 1.31
H 3.40 -1.88 -1.23
H -0.03 -1.52 -3.00
H 2.92 -1.31 -3.58
H 1.68 -0.03 -3.88
H 1.62 -1.50 -4.79
H 0.46 -3.79 -2.22
H 2.22 -3.60 -2.52
H 1.07 -3.64 -3.86
H 0.26 1.27 -2.49
H -1.89 2.07 -1.96
H -1.20 0.40 1.66
H -3.90 -2.44 4.06
H -4.76 -2.16 2.53
H -3.50 -3.41 2.66
H 0.09 -1.48 0.89
H -0.94 -1.66 -0.54
```

Values from the calculation:
Maximum force   0.0663 hartree/bohr
Gap between HOMO and LUMO   9.173 eV
Total charge   0
Lowest unoccupied orbital energy   0.0041 Ha
SMILES   CCOC(=O)[C@H]1CC=C(C(C)C)[C@]12C=CC(=O)[C@@H](OC(C)=O)C2
Energy relative to the best compared isomer or geometry (same formula, charge and spin)   105.8 kJ/mol
HOMO   -0.33295 Ha